Density functional theory data (wB97M-V/def2-TZVPD) for C5H7NO as an isolated structure in a non-equilibrium geometry.

ORCA input file:
```
! RIJCOSX wB97M-V def2-TZVPD def2/J DEFGRID3
* xyz 0 1
N 1.05597 2.40864 0.10742
C 0.79322 1.30348 0.56426
O 0.02574 0.03156 -1.23613
C -1.24589 0.02037 -0.52358
C -0.55166 -0.73459 0.59797
C 0.33140 -1.24879 -0.54398
C 0.39690 0.25259 1.26800
H 1.59679 2.49121 -0.74861
H -1.95005 -0.57870 -1.11139
H -1.68438 0.99515 -0.28211
H -1.11072 -1.39307 1.27100
H -0.03378 -2.00308 -1.23780
H 1.35592 -1.49600 -0.22409
H 1.02053 -0.04877 2.09903
*
```

Output
Lowest unoccupied orbital energy in Eh: 0.038
Electronic energy in Eh: -324.59171
Kohn-Sham gap in eV: 9.4

=====

Density functional theory data (wB97M-V/def2-TZVPD) for one molecule with the formula C5H7NO.

ORCA input file:
```
! RIJCOSX wB97M-V def2-TZVPD def2/J DEFGRID3
* xyz 0 1
C -0.40608 2.07206 -0.48667
C -1.04269 1.05227 0.07841
C -0.81013 -0.38848 -0.30350
C 0.16553 -0.98122 0.69985
N 1.14778 -2.06727 0.34246
C 1.59209 -0.78276 0.42511
O 2.52571 -0.06676 0.19556
H 0.28772 1.92056 -1.31151
H -0.53206 3.09055 -0.13128
H -1.70738 1.22974 0.92381
H -0.38252 -0.44190 -1.31289
H -1.74839 -0.95782 -0.30944
H -0.21674 -1.08510 1.71440
H 1.12718 -2.59387 -0.52430
*
```

Output
Lowest unoccupied orbital energy in Eh: 0.038
Electronic energy in Eh: -324.63926
SMILES: C=CC[C@H]1NC1=O
Kohn-Sham gap in eV: 10.6

=====

Density functional theory data (wB97M-V/def2-TZVPD) for one molecule with the formula C5H7NO in a non-equilibrium geometry.

ORCA input file:
```
! RIJCOSX wB97M-V def2-TZVPD def2/J DEFGRID3
* xyz 0 1
C -0.93860 0.22684 1.62320
O -1.12561 0.65357 0.28914
C -0.04082 0.82637 -0.55199
C 1.34260 0.30547 -0.34041
C 0.43942 -0.37537 -1.35409
C -0.16411 -1.62800 -0.97302
N -0.66905 -2.60748 -0.61802
H -1.90888 -0.14851 1.95602
H -0.21831 -0.59301 1.72028
H -0.63177 1.05920 2.26817
H -0.12048 1.75675 -1.11019
H 1.60297 -0.25014 0.55492
H 2.15234 0.90283 -0.75307
H 0.65239 -0.27592 -2.41336
*
```

Output
Lowest unoccupied orbital energy in Eh: 0.031
Electronic energy in Eh: -324.64752
SMILES: CO[C@H]1C[C@H]1C#N
Kohn-Sham gap in eV: 10.7